Below is a cluster of 6 separate species, C23H45BN2O14S in total, with properties calculated with ωB97M-V/def2-TZVPD.

Structure (XYZ):
```
86
Properties=species:S:1:pos:R:3:forces:R:3:mulliken_charge:R:1
O 5.843 4.088 -0.055 -0.036 -0.379 -0.101 -0.5056
C 6.023 4.130 -1.243 0.022 0.336 0.397 0.3262
O 7.238 4.265 -1.795 0.023 -0.373 -0.080 -0.4294
N 5.018 4.036 -2.231 -0.142 -0.137 -0.255 0.4052
C 3.843 3.227 -1.857 -0.825 0.198 -0.278 -0.7321
B 2.688 4.027 -1.073 0.384 0.021 0.422 0.7744
O 1.673 4.639 -1.729 0.040 0.115 -0.266 -0.4901
O 2.709 4.105 0.306 -0.097 0.177 -0.121 -0.5949
N 4.619 5.287 -2.775 0.381 -0.068 0.196 -0.5396
C 5.031 6.351 -2.354 -0.177 -0.244 0.060 0.5586
S 5.493 7.719 -1.777 0.087 0.230 -0.135 -0.3491
H 7.864 4.025 -1.095 0.050 0.470 -0.029 0.3672
H 4.168 2.374 -1.271 0.247 -0.011 0.060 0.3376
H 3.420 2.845 -2.789 0.152 -0.085 -0.128 0.2388
H 1.787 4.614 -2.687 -0.161 -0.127 0.074 0.3082
H 3.193 4.868 0.638 -0.006 -0.190 0.158 0.2855
O 1.323 1.171 -3.541 0.070 0.072 -0.025 -0.5870
C 2.058 0.220 -3.556 -0.151 -0.174 0.068 0.8338
O 2.919 0.083 -4.581 0.070 0.206 -0.030 -0.3946
C 3.961 -0.899 -4.599 0.079 -0.164 -0.025 -0.3471
C 3.475 -2.240 -5.108 -0.146 0.025 0.007 -0.9951
C 1.988 -0.851 -2.493 0.302 0.112 0.206 -0.5718
H 4.430 -0.977 -3.617 -0.047 -0.003 0.026 0.3168
H 4.710 -0.492 -5.275 -0.039 0.061 -0.014 0.3610
H 2.709 -2.664 -4.458 0.047 -0.023 0.044 0.2678
H 4.304 -2.945 -5.167 0.015 0.009 -0.005 0.3605
H 3.039 -2.127 -6.101 0.045 0.004 -0.022 0.3032
H 1.196 -1.553 -2.756 0.000 -0.014 -0.010 0.3372
H 1.737 -0.372 -1.550 -0.131 0.019 -0.041 -0.1794
H 2.913 -1.399 -2.340 -0.044 -0.101 -0.101 0.3115
O 2.980 -1.943 2.381 0.030 -0.011 -0.026 -0.6037
C 1.837 -1.907 2.010 -0.042 -0.050 0.133 0.6965
O 1.379 -0.767 1.455 0.132 0.040 -0.124 -0.3240
C 0.100 -0.680 0.818 -0.199 0.063 -0.080 -0.3782
C -1.015 -0.383 1.796 0.050 -0.035 0.188 -1.1605
C 0.900 -3.074 2.207 0.075 -0.160 -0.259 -0.6648
H -0.092 -1.578 0.230 -0.019 -0.023 0.039 0.4156
H 0.196 0.144 0.111 0.073 0.024 0.031 0.4111
H -1.130 -1.178 2.532 -0.051 -0.046 -0.047 0.2627
H -1.963 -0.264 1.272 -0.001 -0.007 -0.006 0.3762
H -0.799 0.535 2.344 -0.001 0.037 -0.055 0.3036
H 0.492 -3.032 3.217 -0.002 0.046 0.008 0.2946
H 1.489 -3.980 2.099 0.003 -0.012 0.097 0.0698
H 0.084 -3.128 1.494 -0.057 0.070 0.063 0.2893
O -5.051 0.435 2.308 0.047 -0.041 0.028 -0.5710
C -4.636 1.539 2.536 -0.190 0.206 -0.042 0.7724
O -3.885 1.741 3.633 0.134 -0.264 0.053 -0.3598
C -3.188 2.963 3.899 0.009 0.198 0.024 -0.3572
C -4.072 3.988 4.579 -0.129 -0.063 -0.023 -1.0987
C -5.004 2.716 1.661 0.300 -0.022 -0.206 -0.8492
H -2.732 3.352 2.988 -0.043 -0.008 -0.026 0.3744
H -2.374 2.676 4.562 -0.013 -0.073 -0.007 0.3671
H -4.908 4.283 3.945 0.037 0.041 -0.032 0.2738
H -3.496 4.881 4.823 0.018 -0.006 0.004 0.3625
H -4.485 3.575 5.499 0.042 0.006 0.024 0.3154
H -5.976 3.093 1.976 -0.005 0.013 0.008 0.2430
H -5.079 2.353 0.639 -0.138 -0.031 0.017 0.1772
H -4.284 3.530 1.670 -0.061 0.045 0.108 0.3536
O 2.735 -5.039 0.003 -0.095 -0.009 -0.067 -0.5437
C 3.597 -5.578 0.642 0.078 0.223 0.175 0.7796
O 3.287 -6.705 1.313 -0.080 -0.095 -0.128 -0.3704
C 4.268 -7.510 1.975 0.108 -0.051 0.144 -0.4354
C 4.565 -7.011 3.373 -0.049 0.129 -0.013 -0.9556
C 4.973 -4.974 0.782 0.137 -0.205 -0.181 -0.9782
H 5.170 -7.593 1.367 0.002 0.049 -0.007 0.3666
H 3.825 -8.503 2.019 -0.061 0.021 -0.034 0.3147
H 4.994 -6.009 3.361 0.050 -0.019 -0.015 0.2848
H 5.268 -7.679 3.872 -0.006 -0.019 -0.005 0.3551
H 3.647 -6.969 3.959 -0.001 -0.047 0.007 0.2924
H 4.936 -4.225 1.574 -0.032 0.022 0.002 0.2341
H 5.218 -4.478 -0.153 -0.086 0.102 0.027 0.3255
H 5.761 -5.690 1.001 -0.022 0.014 0.104 0.3496
O -10.079 3.140 -0.681 0.018 0.017 -0.001 -0.5633
C -9.335 2.199 -0.685 -0.118 -0.118 0.007 0.7480
O -8.516 2.030 -1.746 0.074 0.140 -0.015 -0.3770
C -7.478 1.047 -1.770 0.114 -0.197 0.007 -0.0742
C -7.983 -0.309 -2.219 -0.151 0.022 0.019 -1.0431
C -9.342 1.171 0.424 0.269 0.124 0.117 -0.8981
H -6.976 0.997 -0.803 -0.027 -0.035 0.015 0.0619
H -6.748 1.420 -2.486 -0.061 0.104 -0.015 0.3597
H -8.729 -0.707 -1.531 0.046 -0.022 0.045 0.2686
H -7.159 -1.020 -2.280 0.015 0.011 -0.002 0.3573
H -8.451 -0.228 -3.200 0.044 0.003 -0.024 0.3076
H -10.133 0.450 0.220 -0.007 -0.010 -0.010 0.2706
H -9.572 1.684 1.354 -0.136 0.016 -0.038 0.2860
H -8.403 0.639 0.557 -0.034 -0.073 -0.060 0.3078
```
Forces are in eV/Å.

Calculated values
* HOMO-LUMO gap: 8.62 eV
* spin multiplicity: 1
* HOMO level: -8.82 eV
* LUMO: -0.2 eV